Entry from the Open Molecules 2025 dataset: a structure of composition C36H67BrFIK2MgN2O15P3S in a non-equilibrium geometry (ωB97M-V/def2-TZVPD).

Last column: Mulliken charge in e.
Cartesian coordinates (Å):
C 0.20 5.04 -2.06  -0.9519
C 1.73 5.24 -2.12  -0.0709
C 2.23 5.62 -3.54  -0.9972
C 3.37 4.72 -4.03  -1.0364
C 2.99 3.22 -3.96  1.0814
C 3.24 2.43 -5.26  -1.1951
C 2.15 1.36 -5.49  -0.9481
C 2.51 0.00 -4.88  0.0539
C 1.28 -0.91 -4.77  -1.2929
C 1.33 -1.90 -3.59  -0.0343
C 0.49 -1.53 -2.34  2.8843
C -0.74 -0.64 -2.53  -0.0330
C -1.92 -1.03 -3.38  -0.4716
O -2.96 -0.54 -3.15  -0.5384
Br -1.79 -2.26 -4.82  -0.0114
C 1.47 -0.69 -1.49  -0.8317
P 1.70 1.12 -1.53  -0.0561
P 0.47 1.32 0.27  0.0592
O 1.19 0.64 1.36  -0.6383
O 0.22 2.83 0.59  -0.0358
O -0.99 0.67 0.13  -0.3694
N 2.13 -1.42 -0.65  0.6176
C 3.19 -1.00 0.28  -1.0067
S 4.86 -1.40 -0.33  -0.2901
C 5.12 -0.24 -1.70  1.0549
C 6.57 0.25 -1.75  -1.3936
C 1.68 -2.82 -0.68  -1.6652
C 2.67 -3.90 -1.18  0.0815
C 3.55 -4.42 0.00  -0.8377
C 3.15 -5.75 0.61  -1.2593
I 1.17 -5.64 1.40  0.1693
C 0.27 -2.65 -1.27  1.1819
C -0.55 -3.88 -1.61  -0.9611
C -1.80 -4.05 -0.71  -0.1557
C -2.91 -3.06 -1.02  -0.4476
O -1.44 -3.91 0.66  -0.4139
H -0.07 4.30 -1.31  -0.0897
H -0.27 5.98 -1.76  0.4136
H -0.20 4.73 -3.02  0.3311
H 1.96 6.05 -1.42  0.5899
H 2.24 4.35 -1.76  -0.0169
H 1.40 5.56 -4.24  0.3652
H 2.59 6.65 -3.51  0.4307
H 4.24 4.92 -3.41  0.3302
H 3.62 5.02 -5.05  0.3813
H 1.93 3.16 -3.72  -0.3748
H 3.58 2.77 -3.17  -0.0752
H 4.19 1.90 -5.20  0.3273
H 3.31 3.11 -6.11  0.5217
H 2.03 1.25 -6.57  0.5258
H 1.18 1.71 -5.13  0.4774
H 3.20 -0.46 -5.59  0.5984
H 3.03 0.16 -3.93  -0.3311
H 0.39 -0.29 -4.79  0.3621
H 1.24 -1.51 -5.68  0.4475
H 0.99 -2.88 -3.94  0.5751
H 2.37 -2.00 -3.27  0.0005
H -0.40 0.31 -2.95  0.0903
H -1.17 -0.41 -1.56  -1.2163
H 1.00 1.56 -2.67  -0.1788
H -0.02 2.79 1.58  0.6511
H -0.97 -0.16 0.68  -0.0629
H 3.03 -1.52 1.22  0.5008
H 3.14 0.06 0.48  0.8524
H 4.90 -0.76 -2.63  0.1013
H 4.44 0.61 -1.62  -0.5725
H 6.59 1.25 -2.19  0.3665
H 7.03 0.33 -0.77  0.3891
H 7.20 -0.37 -2.39  0.3500
H 1.53 -3.10 0.37  0.7251
H 3.36 -3.51 -1.93  0.1671
H 2.14 -4.75 -1.61  0.5179
H 4.57 -4.54 -0.37  0.4192
H 3.61 -3.66 0.77  0.2288
H 3.82 -5.95 1.44  0.5303
H 3.19 -6.60 -0.07  0.4733
H -0.28 -2.12 -0.48  -0.2905
H -0.81 -3.96 -2.66  0.2666
H 0.07 -4.76 -1.39  0.4714
H -2.18 -5.06 -0.85  0.4465
H -2.52 -2.04 -0.85  -0.2118
H -3.25 -3.09 -2.06  -0.1933
H -3.76 -3.18 -0.35  0.6453
H -1.89 -3.16 1.04  0.2323
F -4.29 -3.21 -4.23  -0.5065
C -0.49 -3.34 4.32  -0.2353
C 0.23 -3.59 5.68  -0.3947
O 1.43 -4.08 5.46  -0.8183
H -0.61 -4.27 3.76  0.0443
H -1.51 -2.92 4.46  0.2134
H 0.06 -2.62 3.71  0.1790
H -0.51 -4.23 6.28  0.1083
H 0.17 -2.60 6.22  -0.0053
K -1.60 -1.81 6.60  0.8545
C -1.03 1.68 11.35  -1.0796
C -1.72 0.38 11.01  0.8376
O -2.54 0.31 10.12  -0.5537
C -1.35 -0.83 11.84  -1.0663
H -1.38 2.46 10.68  0.2943
H -1.24 1.96 12.38  0.3271
H 0.05 1.57 11.22  0.3187
H -1.58 -0.65 12.89  0.3301
H -0.28 -1.04 11.73  0.3236
H -1.92 -1.69 11.49  0.2786
O -2.89 0.49 -6.36  -0.6274
H -3.28 -0.12 -5.72  0.3549
H -2.62 1.24 -5.83  0.2901
O -2.05 -0.35 2.18  -0.6333
P -1.83 0.83 3.15  0.5653
O -0.77 0.37 4.17  -0.6634
O -3.14 1.12 3.90  -0.7960
O -1.32 2.07 2.35  -0.6140
C -2.85 6.04 1.82  -0.4421
C -4.02 6.78 1.80  -0.3300
C -5.20 6.22 2.28  -0.3696
C -5.19 4.93 2.79  -0.4695
C -4.02 4.19 2.81  -0.5032
C -2.84 4.75 2.33  -0.2059
H -1.93 6.48 1.45  0.3792
H -4.03 7.80 1.41  0.3568
H -6.12 6.79 2.26  0.3479
H -6.11 4.49 3.17  0.3823
H -4.01 3.17 3.21  0.4976
H -1.93 4.16 2.34  0.3679
Mg -5.11 -4.77 -3.90  0.7654
K -2.97 1.21 -0.83  1.1058
N -9.22 -4.72 -2.20  0.9087
O -9.97 -5.19 -3.07  -0.6139
O -9.59 -3.78 -1.47  -0.5949
O -8.06 -5.20 -2.05  -0.6385

Net charge ... -1
Orbital gap ... 1.44 eV
Lowest unoccupied orbital energy ... -1.81 eV
Total energy ... -8443.712544 a.u.